C12H26NO9Sr as an isolated structure in a non-equilibrium geometry, computed with ωB97M-V/def2-TZVPD.

Last column: Mulliken charge in e.
Cartesian coordinates (Å):
Sr  -0.00204  -10.18160  0.40175  1.5913
C  3.88571  -8.44520  -1.82840  -0.8879
C  3.48836  -9.77368  -1.15741  0.3943
O  2.25915  -9.87952  -0.87809  -0.5007
O  4.39034  -10.59525  -0.98861  -0.7082
H  3.20979  -7.63639  -1.52328  0.1728
H  3.77885  -8.55778  -2.91007  0.2346
H  4.90732  -8.16869  -1.57826  0.2778
C  1.47555  -13.67625  3.01087  -1.2725
C  1.13081  -12.47311  2.14873  0.8283
O  0.13271  -11.75288  2.52047  -0.6555
O  1.80332  -12.23924  1.14047  -0.6193
H  1.05648  -14.58673  2.57614  0.2473
H  1.01083  -13.59221  4.00068  0.3005
H  2.54387  -13.81060  3.16914  0.3336
C  -2.48095  -13.09374  -2.00828  -1.2190
C  -1.57047  -12.21039  -1.16647  0.9126
O  -0.38867  -12.02607  -1.54378  -0.7057
O  -2.04764  -11.70130  -0.10509  -0.6735
H  -2.99835  -13.83178  -1.39556  0.3026
H  -1.92325  -13.59142  -2.79809  0.3060
H  -3.24429  -12.46956  -2.48425  0.2638
C  -1.64026  -8.67441  5.85486  -0.7679
O  -2.16093  -8.58890  4.55973  -0.3827
C  -1.96046  -9.79916  3.82438  -0.7346
C  -2.61019  -9.66287  2.49618  -0.4536
N  -1.80066  -8.75849  1.63731  -0.1399
C  -2.60087  -8.27515  0.49567  -0.8408
C  -1.75791  -7.59464  -0.56409  -0.5444
O  -0.92963  -8.54580  -1.16578  -0.0919
C  -0.22838  -8.13926  -2.32696  -0.9010
H  -2.10258  -9.49658  6.41789  0.3007
H  -1.87509  -7.75438  6.39811  0.2496
H  -0.54892  -8.78366  5.86586  0.2973
H  -2.34660  -10.64986  4.39635  0.5397
H  -0.88879  -9.99253  3.68387  0.2924
H  -3.64846  -9.31254  2.56392  0.4910
H  -2.65409  -10.65145  2.02412  0.2456
H  -1.66774  -7.94269  2.23298  0.1356
H  -3.34823  -7.53216  0.81846  0.4537
H  -3.16608  -9.11334  0.08399  0.3312
H  -1.16391  -6.75131  -0.17567  0.3437
H  -2.43522  -7.11567  -1.29014  0.3935
H  0.44029  -8.95993  -2.57965  0.2271
H  0.38897  -7.25410  -2.13723  0.3295
H  -0.94407  -7.91909  -3.12502  0.2979
O  1.66698  -8.55671  1.64557  -0.4344
H  1.63884  -8.07750  2.47696  0.2013
H  2.22472  -8.04474  1.05150  0.2385

Atoms 1-2, force components in eV/Å:
Sr 2.09 -2.63 -0.06
C -0.27 0.36 0.08

Results
- HOMO energy: -0.1760 hartree
- E_tot: -1235.69891 a.u.
- Energy above the lowest of the compared OMol25 structures with the same formula, charge and spin: 9.1 kcal/mol
- Gap between HOMO and LUMO: 6.88 eV
- Net charge: -1